# C18H25Cl3CrF6NO6S2Si

A molecular structure, C18H25Cl3CrF6NO6S2Si (ωB97M-V/def2-TZVPD, OMol25).

Structure (XYZ):
```
63
Properties=species:S:1:pos:R:3:lowdin_spin:R:1
Cr -0.48441 0.28739 1.00189 3.105
C -4.20564 -1.08490 -2.98793 0.001
C -2.83501 -0.51824 -2.61115 0.001
C -1.88914 -0.53224 -3.80606 0.000
C -2.28595 -1.24786 -1.40529 0.011
C -1.43160 -2.34366 -1.51065 -0.006
C -0.96416 -3.01582 -0.39229 0.012
C -1.32443 -2.61848 0.89177 -0.008
C -0.90726 -3.40883 2.09433 -0.001
C -2.14074 -1.48664 1.01267 0.001
C -2.63762 -0.83735 -0.12529 -0.007
H -4.63717 -0.52415 -3.81777 0.000
H -4.90340 -1.04503 -2.15054 0.000
H -4.11411 -2.12871 -3.29719 0.000
H -2.97427 0.52238 -2.30308 0.000
H -1.81349 -1.53090 -4.24241 0.000
H -0.88977 -0.19177 -3.53857 0.000
H -2.26604 0.12725 -4.58831 0.000
H -1.11077 -2.67752 -2.48868 -0.001
H -0.30758 -3.86833 -0.51823 0.001
H -0.97355 -2.81879 3.00701 0.000
H 0.11455 -3.77367 1.99556 0.000
H -1.56020 -4.27665 2.20886 -0.001
H -2.49704 -1.19301 1.99672 0.002
H -3.28928 0.01974 0.00034 0.000
C 3.44371 -1.32878 3.47995 -0.011
Si 2.75210 -0.14093 2.20729 -0.013
C 3.84951 -0.18581 0.68951 0.002
C 2.69571 1.55952 2.98313 0.001
C 1.04780 -0.79248 1.77674 -0.140
H 4.49406 -1.11184 3.68494 -0.002
H 3.37673 -2.36447 3.14105 0.000
H 2.89752 -1.24639 4.42200 0.000
H 4.44408 0.72159 0.57939 0.000
H 3.26404 -0.30311 -0.21814 0.000
H 4.53647 -1.03360 0.74084 0.000
H 3.53803 1.64940 3.67456 0.000
H 1.77742 1.72737 3.54888 0.000
H 2.77846 2.35383 2.24320 0.000
H 0.57752 -1.12570 2.71027 0.001
H 1.19049 -1.67674 1.14320 0.000
Cl -3.35415 4.01663 2.72007 0.000
C -2.07486 2.99190 3.35971 -0.001
Cl -0.57612 3.91630 3.52108 0.001
Cl -2.55964 2.32207 4.92384 0.001
C -1.75860 1.84213 2.38688 0.012
O -2.10932 1.89955 1.20200 0.019
O -1.03878 0.88622 2.82029 0.000
F -1.55934 2.62664 -1.92160 0.000
C -0.48610 3.19385 -1.39048 0.000
F -0.83056 3.92522 -0.34826 0.000
F 0.11336 3.95969 -2.28179 0.000
S 0.70262 1.82563 -0.80969 0.003
O 0.76625 1.99322 0.65533 -0.003
O -0.00394 0.52965 -1.01485 0.019
N 2.05074 2.02693 -1.49917 -0.001
S 2.16377 1.81440 -3.11649 0.000
O 0.87202 1.69646 -3.72472 0.000
O 3.15839 2.70020 -3.61283 0.000
C 2.91412 0.13540 -3.24084 0.000
F 2.17469 -0.76305 -2.58438 0.000
F 4.14528 0.12820 -2.75015 0.000
F 2.95460 -0.20335 -4.52649 0.000
```

Output
spin multiplicity = 4
frontier orbital gap (spin up / spin down) = 8.415 / 9.298 eV
HOMO (spin up / spin down) = -0.356 / -0.353 Ha
total charge = 0